# 1
{
  "formula": "C5H9OP",
  "method": "ωB97M-V with the def2-TZVPD basis set",
  "symbols": ["C", "C", "C", "C", "C", "O", "P", "H", "H", "H", "H", "H", "H", "H", "H", "H"],
  "positions_angstrom": [[-2.175, 0.490, 0.109], [-1.067, -0.032, -0.410], [-0.319, -1.044, 0.369], [-0.499, 0.347, -1.740], [1.921, 0.393, 1.081], [-0.823, -1.797, 1.167], [1.524, -1.112, 0.065], [-2.747, 1.246, -0.402], [-2.536, 0.169, 1.072], [0.525, 0.707, -1.631], [-1.101, 1.120, -2.212], [-0.469, -0.526, -2.391], [2.997, 0.411, 1.246], [1.405, 0.366, 2.039], [1.637, 1.292, 0.538], [1.727, -2.029, 1.099]],
  "nbo_charge": [-0.306, -0.139, 0.328, -0.640, -0.899, -0.530, 0.434, 0.196, 0.214, 0.220, 0.222, 0.227, 0.236, 0.229, 0.227, -0.018],
  "relative_energy_kj_mol": 86.7,
  "mol_weight_g_mol": 116.10,
  "charge": 0,
  "largest_force_ha_per_bohr": 0.01263,
  "smiles": "C=C(C)C(=O)PC",
  "homo_ev": -8.80,
  "e_tot_ha": -612.46387,
  "homo_lumo_gap_ev": 9.1
}

---

# 2
{
  "formula": "C5H9P",
  "method": "ωB97M-V with the def2-TZVPD basis set",
  "symbols": ["C", "C", "C", "C", "C", "P", "H", "H", "H", "H", "H", "H", "H", "H", "H"],
  "positions_angstrom": [[1.646, 2.210, 0.228], [0.375, 2.050, -0.080], [1.298, 1.023, -0.554], [-2.697, -0.331, 0.005], [3.082, -1.196, 0.207], [1.497, -0.698, -0.076], [2.403, 2.775, 0.715], [-0.628, 2.399, -0.039], [-2.575, -0.859, 0.943], [-1.788, -0.422, -0.576], [-3.525, -0.763, -0.542], [3.519, -2.001, -0.353], [3.548, -0.939, 1.142], [-2.900, 0.713, 0.206], [1.175, -1.279, -1.295]],
  "nbo_charge": [-0.153, -0.144, -0.353, -0.847, -0.948, 0.728, 0.236, 0.233, 0.216, 0.212, 0.215, 0.220, 0.212, 0.204, -0.030],
  "relative_energy_kj_mol": 457.3,
  "mol_weight_g_mol": 100.10,
  "charge": 0,
  "largest_force_ha_per_bohr": 0.03036,
  "smiles": "C=[PH]=c1cc1.C",
  "homo_ev": [-7.20, -6.78],
  "e_tot_ha": -537.03915,
  "homo_lumo_gap_ev": [7.5, 6.7]
}

---

# 3
{
  "formula": "C5HBrNO5S",
  "method": "ωB97M-V with the def2-TZVPD basis set",
  "symbols": ["O", "C", "O", "C", "N", "C", "S", "C", "Br", "C", "O", "O", "O", "H"],
  "positions_angstrom": [[-2.890, -1.737, -0.131], [-1.769, -1.358, -0.504], [-0.475, -1.952, -0.370], [0.309, -0.817, 0.150], [1.746, -0.819, -0.222], [2.488, -0.529, 0.805], [3.128, 0.079, 2.224], [-0.565, 0.518, -0.192], [-1.591, 1.226, 1.392], [0.166, 1.749, -0.922], [0.673, 1.726, -2.085], [0.199, 2.950, -0.224], [-1.478, -0.099, -1.167], [0.146, -0.951, 1.287]],
  "nbo_charge": [-0.534, 0.982, -0.511, 0.189, -0.475, 0.300, 0.026, 0.120, 0.016, 0.673, -0.679, -0.783, -0.512, 0.189],
  "mol_weight_g_mol": 267.04,
  "charge": -1,
  "largest_force_ha_per_bohr": 0.14002,
  "smiles": "O=C1O[C@@H](N=C=S)[C@@](Br)(C(=O)[O-])O1",
  "homo_ev": -4.48,
  "e_tot_ha": -3594.26487,
  "homo_lumo_gap_ev": 6.3
}